No. 1
Entry from OMol25: 3 unconnected molecules or ions with the total composition C13H21ClN6O5S (ωB97M-V with the def2-TZVPD basis set).

## Properties
Structure (SMILES): CNCC1=C(N(C)C(C)=O)C(=O)C(S)=C(Cl)C1=O.NC(N)=O.NC(N)=O
Calculated total energy: -2071.1203 a.u.
Total charge: 0
E_HOMO: -8.8 eV

Geometry (Å):
C  -3.65351  -2.60997  0.78473
N  -3.70781  -1.60655  -0.28133
C  -2.41241  -0.98215  -0.62940
C  -1.45840  -0.91004  0.53018
C  -1.45042  0.10163  1.40563
N  -2.35766  1.18884  1.25091
C  -1.70644  2.47273  0.91976
C  -3.32803  1.33843  2.32774
C  -4.63819  0.62197  2.10234
O  -3.11271  2.02333  3.28857
C  -0.43284  0.13308  2.51758
O  -0.24620  1.12718  3.16872
C  0.35899  -1.10952  2.78696
S  1.32352  -1.09240  4.25452
C  0.35113  -2.10516  1.89840
Cl  1.27416  -3.52759  2.07063
C  -0.45893  -2.01124  0.65083
O  -0.29043  -2.79924  -0.25378
H  -4.60465  -3.14400  0.79637
H  -2.86090  -3.36038  0.66208
H  -3.54231  -2.13187  1.75925
H  -4.02321  -2.09977  -1.10761
H  -1.92469  -1.52617  -1.44223
H  -2.59759  0.03967  -0.96418
H  -1.19929  2.35069  -0.03909
H  -0.98757  2.80118  1.66889
H  -2.48384  3.22842  0.81196
H  -4.65717  -0.29461  2.69747
H  -5.44168  1.27005  2.45159
H  -4.78112  0.35364  1.05950
H  0.91809  -2.30588  4.64974
C  3.00300  -0.56658  -0.38357
O  2.67741  -0.47002  0.79359
N  4.10057  0.03944  -0.90607
N  2.25389  -1.29730  -1.26539
H  4.37089  -0.02807  -1.87369
H  4.66517  0.57856  -0.27755
H  1.44994  -1.75803  -0.88280
H  2.47150  -1.37905  -2.23999
C  4.96968  1.94605  -4.11503
O  5.13054  0.89167  -3.51838
N  5.65894  3.07508  -3.78607
N  4.09245  2.06720  -5.15247
H  5.54280  3.94961  -4.26113
H  6.31062  3.01204  -3.02672
H  3.57616  1.24987  -5.41753
H  3.94714  2.92275  -5.65334

No. 2
Entry from OMol25: a molecular structure, C13H21I2N4O2PRhS (ωB97M-V with the def2-TZVPD basis set).

## Properties
Calculated total energy: -2322.0686 a.u.
Total charge: +3
E_HOMO (alpha / beta): -16.3 / -16.3 eV
⟨S²⟩: 6.03
2S+1: 5
Energy relative to the best compared isomer or geometry (same formula, charge and spin): 0.0 kJ/mol

Geometry (Å):
Rh  -0.97686  -0.09809  0.31709
N  2.84920  2.79126  2.54234
C  2.99130  1.93222  1.30785
P  1.51649  2.23811  0.21917
O  0.75167  3.31022  0.94169
O  0.90317  0.91284  -0.14395
C  2.05408  3.02958  -1.36813
N  1.54396  4.45212  -1.39363
H  1.98608  3.35918  2.42410
H  3.64529  3.41641  2.68301
H  2.75499  2.23180  3.39219
H  3.00712  0.88663  1.60699
H  3.93930  2.16062  0.82529
H  1.59575  2.48333  -2.18956
H  3.13078  3.03138  -1.52357
H  2.29849  5.14085  -1.36710
H  0.94618  4.58975  -0.55675
H  0.99280  4.64826  -2.23198
S  -1.33279  -2.27814  1.28552
C  0.04043  -3.27095  1.27770
C  -0.10842  -4.56191  1.85625
C  0.94991  -5.43808  1.86206
C  2.16860  -5.05631  1.30042
C  2.33451  -3.78300  0.73239
C  1.29235  -2.89375  0.72231
H  -1.06206  -4.84280  2.28382
H  0.83733  -6.42121  2.29758
H  2.99779  -5.75154  1.29911
H  3.28794  -3.51506  0.29794
H  1.40807  -1.91112  0.27991
N  -1.60253  -1.56473  -2.45067
C  -2.62465  -0.71193  -2.18259
C  -3.78889  -0.72950  -2.96725
C  -4.80719  0.13702  -2.67839
C  -4.67915  1.03456  -1.60664
C  -3.53450  0.99280  -0.87200
N  -2.50916  0.13098  -1.13669
H  -1.67565  -2.18076  -3.24297
H  -0.67319  -1.40038  -2.10655
H  -3.86012  -1.42350  -3.79360
H  -5.70582  0.13184  -3.28108
H  -5.46379  1.73168  -1.35409
H  -3.39186  1.64534  -0.02140
I  -1.52889  1.51850  2.55409
I  -2.89810  -0.10447  4.15976

No. 3
Entry from OMol25: a molecular structure, C13H21LiNO4S (ωB97M-V with the def2-TZVPD basis set).

## Properties
Calculated total energy: -1269.2292 a.u.
Total charge: +1
E_HOMO: -10.7 eV

Geometry (Å):
Li  -1.73255  -2.82519  -0.12100
C  1.01977  -2.41324  -0.45595
C  0.55318  -3.23387  -1.63870
O  -0.85573  -3.09221  -1.84648
C  -1.28067  -2.06918  -2.75272
C  -1.56283  -0.77270  -2.02507
O  -2.39516  -1.11445  -0.91767
C  -2.46870  -0.12783  0.11292
C  -2.99687  -0.84031  1.34138
O  -2.29234  -2.06139  1.59392
C  -1.15358  -2.00855  2.46098
C  0.13114  -1.77730  1.69186
O  0.12270  -2.71340  0.61251
H  0.99497  -1.34236  -0.67039
H  2.04674  -2.68106  -0.19333
H  0.71234  -4.29277  -1.43627
H  1.10739  -2.96413  -2.53939
H  -2.19889  -2.44385  -3.20444
H  -0.54136  -1.91726  -3.54109
H  -2.06639  -0.06812  -2.69244
H  -0.64515  -0.30064  -1.66666
H  -3.14513  0.68407  -0.16884
H  -1.47761  0.30456  0.27678
H  -4.03187  -1.13663  1.16985
H  -2.96537  -0.18545  2.21434
H  -1.11493  -2.98536  2.94353
H  -1.28724  -1.24749  3.23224
H  0.99290  -1.94006  2.34530
H  0.20043  -0.76097  1.29392
S  1.06149  1.36261  -0.34891
C  1.74929  2.83502  0.10084
N  2.65635  3.43284  -0.72224
C  3.28247  4.61189  -0.47995
C  3.02451  5.29823  0.66045
C  2.09445  4.73975  1.56365
C  1.47896  3.55184  1.29529
H  2.85653  2.93010  -1.57584
H  3.97417  4.94307  -1.24034
H  3.51998  6.23581  0.85699
H  1.86472  5.26075  2.48435
H  0.76789  3.12525  1.98664

No. 4
Entry from OMol25: a gas-phase ion, C13H21N2 (charge -1) (ωB97M-V with the def2-TZVPD basis set).

## Properties
Calculated total energy: -617.4318 a.u.
Total charge: -1
E_HOMO: -1.7 eV

Geometry (Å):
C  -3.96387  -2.45855  -0.63369
C  -2.45672  -2.40626  -0.65964
C  -1.76329  -2.40440  -1.87405
C  -0.38148  -2.33744  -1.88024
C  0.32517  -2.27319  -0.68113
C  -0.34192  -2.25197  0.54611
C  0.38482  -2.04772  1.85966
N  0.27125  -0.69159  2.30801
C  1.13643  0.16509  1.56168
C  0.74159  1.62782  1.74962
C  1.80850  2.63162  1.31664
C  2.06470  2.70198  -0.18967
C  0.90271  3.28862  -0.99415
N  0.88953  2.87857  -2.40480
C  -1.73466  -2.32640  0.52451
H  -4.32013  -3.07417  0.19279
H  -4.35743  -2.86273  -1.56814
H  -4.38681  -1.46032  -0.49714
H  -2.31506  -2.45564  -2.80669
H  0.14935  -2.33975  -2.82583
H  1.40871  -2.24138  -0.70025
H  1.43585  -2.39636  1.71254
H  -0.05292  -2.71538  2.61433
H  2.20781  0.07959  1.88248
H  1.13763  -0.04543  0.46992
H  0.52744  1.76439  2.81430
H  -0.20200  1.80992  1.22752
H  1.54093  3.63787  1.66440
H  2.74996  2.36822  1.80961
H  2.94893  3.32697  -0.36666
H  2.31544  1.70816  -0.57327
H  0.97988  4.37893  -0.95684
H  -0.04265  3.00797  -0.52950
H  1.16419  3.62362  -3.02465
H  1.48544  2.07985  -2.56335
H  -2.25731  -2.29048  1.47558

No. 5
Entry from OMol25: 2 unconnected molecules or ions with the total composition C13H21N2O4 at a distorted geometry (ωB97M-V with the def2-TZVPD basis set).

## Properties
Calculated total energy: -917.8775 a.u.
Total charge: +1
E_HOMO: -12.5 eV
Energy relative to the best compared isomer or geometry (same formula, charge and spin): 0.0 kJ/mol

Geometry (Å):
C  -3.01149  2.15497  -0.19856
C  -4.11507  2.55454  -0.81945
O  -5.35923  2.98965  -1.43578
C  -6.15512  3.50426  -0.31586
O  -6.69344  4.63646  -0.46671
O  -6.22845  2.70433  0.90863
N  -7.57265  2.36152  1.03966
C  -7.95895  1.68539  -0.06415
O  -7.97011  0.77046  -0.94926
H  -2.35832  1.47566  0.47937
C  -0.86329  -0.60830  -1.45186
C  0.40292  0.04329  -1.98838
C  1.72734  -0.63847  -1.63940
N  2.18408  -0.59032  -0.16246
C  3.66780  -1.01709  -0.17380
C  4.24091  -1.20982  1.22262
C  3.41487  -2.18311  2.04558
C  1.95668  -1.76275  2.07838
C  1.38210  -1.58324  0.67991
C  2.05680  0.82568  0.37018
H  -1.05984  -0.31201  -0.41958
H  -1.72681  -0.27951  -2.03687
H  -0.81312  -1.69866  -1.51283
H  0.41686  1.10360  -1.72000
H  0.32933  0.02559  -3.08242
H  2.51726  -0.13969  -2.21193
H  1.71582  -1.69131  -1.93832
H  3.72111  -1.95682  -0.73372
H  4.22556  -0.24981  -0.71888
H  5.26444  -1.58918  1.13805
H  4.31742  -0.25076  1.74461
H  3.80934  -2.23882  3.06431
H  3.49687  -3.18885  1.61714
H  1.84769  -0.83852  2.65628
H  1.37321  -2.52281  2.60742
H  0.36190  -1.21416  0.76206
H  1.37926  -2.53634  0.14209
H  0.99793  1.07511  0.45201
H  2.56265  1.50006  -0.32316
H  2.51576  0.88980  1.35510